A cluster of 7 separate species, C17H15Cl15F2 in total at a distorted geometry. Source: the OMol25 dataset; level of theory: ωB97M-V/def2-TZVPD.

Results
SMILES: ClC(Cl)Cl.ClC(Cl)Cl.ClC(Cl)Cl.ClC(Cl)Cl.ClC(Cl)Cl.Fc1ccccc1.Fc1ccccc1
Frontier orbital gap in eV: 9.60
Multiplicity: 1
Max |F| in Eh/bohr: 0.069

Positions of all 49 atoms, in Å:
Cl 0.25 -1.88 -4.90
C 0.90 -1.87 -6.56
Cl 0.47 -0.31 -7.23
Cl 0.42 -3.29 -7.47
H 1.92 -1.84 -6.30
Cl 1.88 0.42 1.87
C 3.48 0.38 1.17
Cl 3.65 -0.99 -0.03
Cl 4.73 0.20 2.42
H 3.69 1.35 0.71
Cl -0.57 1.52 3.61
C -1.58 2.98 3.63
Cl -2.67 3.07 2.27
Cl -0.66 4.45 3.77
H -2.22 2.97 4.56
Cl -5.27 -3.43 1.17
C -3.98 -4.63 1.42
Cl -4.48 -6.11 0.63
Cl -3.57 -4.86 3.19
H -3.06 -4.20 1.06
Cl -3.50 -0.90 4.11
C -5.20 -1.41 4.02
Cl -6.14 -0.15 3.16
Cl -5.76 -1.86 5.64
H -5.25 -2.30 3.44
F 3.37 4.39 0.31
C 3.69 3.41 -0.63
C 2.68 2.67 -1.26
C 3.05 1.65 -2.05
C 4.37 1.37 -2.42
C 5.34 2.12 -1.75
C 5.02 3.13 -0.83
H 1.66 2.86 -1.01
H 2.33 1.07 -2.54
H 4.65 0.49 -2.98
H 6.40 1.92 -1.90
H 5.78 3.71 -0.37
F -1.78 -2.30 1.69
C -1.61 -1.43 0.69
C -2.52 -0.42 0.61
C -2.21 0.56 -0.36
C -1.07 0.48 -1.15
C -0.16 -0.56 -0.94
C -0.35 -1.52 0.01
H -3.37 -0.46 1.26
H -2.95 1.40 -0.52
H -0.82 1.20 -1.95
H 0.80 -0.62 -1.45
H 0.20 -2.41 0.18

Atomic partial charges in e from the Löwdin method, atoms 1 to 4: number 1, Cl, carries 0.48; number 2, C, carries -1.57; number 3, Cl, carries 0.54; number 4, Cl, carries 0.56

A structure of composition C17H15ClGdO2 at a distorted geometry. Source: the OMol25 dataset; level of theory: ωB97M-V/def2-TZVPD.

Results
Net charge: -1
Frontier orbital gap (alpha / beta) in eV: 7.54 / 5.94
Multiplicity: 8
Max |F| in Eh/bohr: 0.109

Positions of all 36 atoms, in Å:
C -2.35 -1.43 -1.75
C -1.72 -1.63 -3.00
C -1.49 -0.35 -3.55
H -1.44 -2.57 -3.43
C -1.94 0.63 -2.63
C -2.48 -0.06 -1.53
H -2.82 0.40 -0.62
H -2.58 -2.21 -1.04
H -1.03 -0.15 -4.51
H -1.85 1.69 -2.74
Gd -0.09 -0.51 -1.66
Cl 0.07 -2.46 -0.12
C 2.26 -0.39 -1.40
C 1.89 0.83 -1.99
C 1.40 0.56 -3.28
H 1.88 1.79 -1.50
C 1.49 -0.84 -3.49
C 2.03 -1.42 -2.33
H 2.15 -2.47 -2.14
H 2.57 -0.52 -0.37
H 0.98 1.28 -3.96
H 1.15 -1.38 -4.36
O -1.69 -0.42 1.33
C -0.54 0.18 1.50
O 0.29 0.31 0.48
C -0.12 0.59 2.86
C -1.02 0.49 3.94
C -0.61 0.85 5.23
C 0.68 1.32 5.45
C 1.58 1.42 4.39
C 1.18 1.07 3.09
H -2.02 0.12 3.79
H -1.31 0.77 6.05
H 0.99 1.59 6.45
H 2.59 1.78 4.56
H 1.90 1.15 2.28

Atomic partial charges in e from the Löwdin method, atoms 1 to 4: number 1, C, carries -0.25; number 2, C, carries -0.24; number 3, C, carries -0.27; number 4, H, carries 0.10

An isolated molecule of C17H15F14O5P. Source: the OMol25 dataset; level of theory: ωB97M-V/def2-TZVPD.

Results
SMILES: O=[P@@](OCCCO)(OCCC(F)(F)C(F)(F)C(F)(F)C(F)(F)F)OC(F)(F)c1cccc(C(F)(F)F)c1
Frontier orbital gap in eV: 10.67
Multiplicity: 1
Max |F| in Eh/bohr: 0.019

Positions of all 52 atoms, in Å:
O 0.02 -0.21 0.51
P -1.43 -0.26 0.38
O -2.21 0.98 0.96
C -1.48 2.23 1.10
C -1.06 2.46 2.55
C -1.69 3.72 3.15
O -1.59 4.84 2.29
O -1.95 -0.55 -1.08
C -1.51 0.40 -2.07
C -0.17 -0.03 -2.65
C -0.03 0.18 -4.15
F -1.22 0.07 -4.77
F 0.77 -0.79 -4.65
C 0.58 1.52 -4.64
F 0.90 1.37 -5.93
F -0.35 2.49 -4.56
C 1.86 2.01 -3.90
F 2.60 2.71 -4.77
F 2.58 0.97 -3.49
C 1.60 2.97 -2.69
F 1.61 4.22 -3.08
F 0.43 2.73 -2.12
F 2.54 2.80 -1.78
O -2.17 -1.50 1.09
C -1.66 -1.98 2.30
F -2.71 -2.60 2.88
F -1.32 -0.96 3.10
C -0.53 -2.95 2.11
C -0.81 -4.19 1.52
C 0.24 -5.10 1.31
C 1.55 -4.78 1.67
C 1.82 -3.54 2.25
C 3.22 -3.14 2.60
F 3.79 -2.45 1.60
F 3.99 -4.20 2.83
F 3.27 -2.37 3.68
C 0.78 -2.62 2.47
H -0.62 2.26 0.46
H -2.16 3.01 0.78
H -1.31 1.61 3.17
H 0.02 2.56 2.60
H -2.75 3.54 3.30
H -1.22 3.94 4.10
H -0.66 5.05 2.15
H -2.29 0.46 -2.81
H -1.42 1.40 -1.65
H 0.63 0.44 -2.09
H -0.06 -1.10 -2.49
H -1.81 -4.46 1.22
H 0.04 -6.06 0.86
H 2.36 -5.47 1.50
H 0.99 -1.65 2.89

Atomic partial charges in e from the Löwdin method, atoms 1 to 4: number 1, O, carries -0.18; number 2, P, carries 0.42; number 3, O, carries -0.14; number 4, C, carries -0.19

A structure of composition C17H15F6ORuS2 at a distorted geometry. Source: the OMol25 dataset; level of theory: ωB97M-V/def2-TZVPD.

Results
Frontier orbital gap (alpha / beta) in eV: 8.09 / 5.97
Multiplicity: 6
Max |F| in Eh/bohr: 0.021

Positions of all 42 atoms, in Å:
Ru 0.80 0.45 -0.53
C 0.22 3.40 2.05
C 1.13 2.90 0.98
C 2.25 2.12 1.28
C 3.10 1.65 0.28
C 2.84 1.97 -1.06
C 1.74 2.76 -1.38
C 0.89 3.22 -0.37
H 0.18 2.69 2.88
H -0.79 3.54 1.67
H 0.59 4.35 2.43
H 2.45 1.86 2.31
H 3.97 1.07 0.53
H 3.51 1.63 -1.84
H 1.56 3.06 -2.40
H 0.02 3.81 -0.62
S 2.21 -1.55 -0.50
C 1.13 -2.39 -1.57
C 0.98 -3.78 -1.40
C 0.15 -4.51 -2.22
C -0.57 -3.87 -3.25
C -0.44 -2.52 -3.43
C 0.40 -1.75 -2.62
S 0.52 -0.04 -2.94
H 1.53 -4.26 -0.61
H 0.05 -5.58 -2.07
H -1.22 -4.45 -3.89
H -0.99 -2.01 -4.21
C -1.16 -1.29 2.20
C -1.66 -0.04 1.47
O -0.65 0.76 1.01
C -2.50 0.81 2.45
F -3.56 0.13 2.94
F -1.73 1.17 3.50
F -2.96 1.95 1.90
C -2.55 -0.50 0.28
F -3.14 0.51 -0.37
F -1.77 -1.15 -0.62
F -3.51 -1.37 0.63
H -0.47 -0.97 2.98
H -0.62 -1.91 1.49
H -1.98 -1.86 2.64

Atomic partial charges in e from the Löwdin method, atoms 1 to 4: number 1, Ru, carries 1.04; number 2, C, carries -0.04; number 3, C, carries -0.30; number 4, C, carries -0.06

A structure of composition C17H15GeNS4SeY at a distorted geometry. Source: the OMol25 dataset; level of theory: ωB97M-V/def2-TZVPD.

Results
Net charge: +1
Frontier orbital gap in eV: 6.74
Multiplicity: 1
Relative energy (zero: lowest compared OMol25 entry of this formula, charge and spin) in kJ/mol: 180.2
Max |F| in Eh/bohr: 0.045

Positions of all 40 atoms, in Å:
Y -1.30 0.71 -0.84
S -1.03 -2.21 -1.13
S -0.93 -2.20 -3.23
S -2.17 -0.69 -3.79
S -1.12 1.05 -3.56
Se -4.06 0.67 -0.96
C -4.34 1.17 0.88
C -3.54 0.65 1.89
C -3.77 1.06 3.20
N -4.72 1.93 3.53
C -5.49 2.41 2.56
C -5.35 2.06 1.22
H -2.79 -0.11 1.69
H -3.18 0.66 4.02
H -6.26 3.11 2.86
H -6.00 2.48 0.46
Ge 1.22 -1.91 -0.58
C 2.32 -1.25 -2.04
C 2.24 0.04 -2.56
C 3.14 0.48 -3.51
C 4.15 -0.37 -3.94
C 4.25 -1.66 -3.42
C 3.34 -2.10 -2.48
C 1.26 -0.80 1.05
C 1.31 0.60 1.01
C 1.43 1.33 2.19
C 1.53 0.67 3.41
C 1.52 -0.72 3.45
C 1.37 -1.45 2.28
H 1.62 -3.33 -0.21
H 1.45 0.71 -2.24
H 3.06 1.48 -3.91
H 4.86 -0.03 -4.68
H 5.04 -2.32 -3.76
H 3.41 -3.10 -2.08
H 1.39 1.13 0.06
H 1.49 2.41 2.15
H 1.64 1.24 4.32
H 1.63 -1.23 4.39
H 1.38 -2.53 2.31

Atomic partial charges in e from the Löwdin method, atoms 1 to 4: number 1, Y, carries 1.03; number 2, S, carries 0.11; number 3, S, carries 0.05; number 4, S, carries -0.08

A structure of composition C17H15IKN3 at a distorted geometry. Source: the OMol25 dataset; level of theory: ωB97M-V/def2-TZVPD.

Results
Frontier orbital gap in eV: 6.90
Multiplicity: 1
Relative energy (zero: lowest compared OMol25 entry of this formula, charge and spin) in kJ/mol: 38.4
Max |F| in Eh/bohr: 0.037

Positions of all 37 atoms, in Å:
K 2.81 -1.16 0.99
C 0.37 -2.27 -1.55
N 1.29 -1.34 -0.93
C 1.45 -0.24 -1.58
C 2.28 0.85 -1.24
C 2.36 2.05 -1.97
C 3.27 2.85 -1.31
C 3.70 2.10 -0.21
N 3.12 0.91 -0.15
C -1.08 -1.85 -1.44
C -1.60 -1.37 -0.25
C -2.93 -0.99 -0.16
C -3.76 -1.10 -1.27
C -3.24 -1.57 -2.46
C -1.91 -1.92 -2.55
H 0.49 -3.25 -1.06
H 0.62 -2.40 -2.61
H 0.90 -0.08 -2.52
H 1.81 2.28 -2.87
H 3.59 3.84 -1.57
H 4.43 2.39 0.53
H -0.96 -1.29 0.62
H -3.32 -0.62 0.77
H -4.79 -0.81 -1.20
H -3.88 -1.65 -3.33
H -1.51 -2.28 -3.49
I 1.72 -1.43 4.64
C 0.51 -0.06 3.57
C -0.55 0.58 4.19
C -1.29 1.45 3.40
C -0.95 1.63 2.07
C 0.14 0.94 1.57
N 0.85 0.10 2.31
H -0.78 0.42 5.23
H -2.13 1.97 3.84
H -1.51 2.29 1.43
H 0.47 1.04 0.55

Atomic partial charges in e from the Löwdin method, atoms 1 to 4: number 1, K, carries 0.77; number 2, C, carries -0.21; number 3, N, carries -0.12; number 4, C, carries -0.17

An isolated molecule of C17H15N3O2S at a distorted geometry. Source: the OMol25 dataset; level of theory: ωB97M-V/def2-TZVPD.

Results
SMILES: COc1ccc(CC(=O)Nc2nc(-c3cccnc3)cs2)cc1
Frontier orbital gap in eV: 7.55
Multiplicity: 1
Relative energy (zero: lowest compared OMol25 entry of this formula, charge and spin) in kJ/mol: 1603.5
Max |F| in Eh/bohr: 0.371

Positions of all 38 atoms, in Å:
C -5.03 -2.16 1.62
O -3.53 -2.15 1.33
C -3.02 -1.32 0.58
C -1.67 -1.60 0.30
C -1.03 -0.60 -0.24
C -1.70 0.43 -0.74
C -0.95 1.67 -1.82
C -0.93 2.71 -1.12
O -1.78 3.81 -1.19
N -0.07 3.11 -0.10
C 0.96 2.39 0.58
N 1.59 1.22 -0.03
C 2.61 0.87 0.70
C 3.23 -0.16 0.28
C 3.04 -0.67 -1.07
C 3.66 -1.85 -1.39
C 4.68 -2.30 -0.97
N 5.05 -1.96 0.46
C 4.33 -1.10 0.88
C 3.05 1.77 1.66
S 1.82 3.01 2.05
C -3.00 0.71 -0.88
C -3.77 -0.19 -0.11
H -5.46 -2.24 0.58
H -5.32 -3.01 1.99
H -5.37 -1.22 2.31
H -1.16 -2.05 0.97
H 0.06 -0.70 -0.39
H -1.27 1.73 -2.68
H 0.18 1.15 -1.84
H -0.28 3.95 0.41
H 2.32 -0.19 -1.80
H 3.55 -2.37 -2.46
H 5.16 -3.38 -0.91
H 4.62 -0.40 1.84
H 3.70 1.52 2.33
H -3.55 1.72 -1.21
H -4.74 -0.13 0.07

Atomic partial charges in e from the Löwdin method, atoms 1 to 4: number 1, C, carries 0.05; number 2, O, carries -0.03; number 3, C, carries -0.31; number 4, C, carries 0.00

A structure of composition C17H16AgNO2STe. Source: the OMol25 dataset; level of theory: ωB97M-V/def2-TZVPD.

Results
Net charge: -2
Frontier orbital gap in eV: 3.60
Multiplicity: 1
Relative energy (zero: lowest compared OMol25 entry of this formula, charge and spin) in kJ/mol: 0.0
Max |F| in Eh/bohr: 0.016

Positions of all 39 atoms, in Å:
Ag -1.15 -2.89 0.07
N 1.36 -0.88 -0.32
C 2.18 -1.67 -0.16
C 3.23 -2.64 -0.05
C 3.68 -3.32 -1.19
C 4.74 -4.19 -1.09
C 5.37 -4.41 0.13
C 4.94 -3.72 1.26
C 3.89 -2.83 1.17
H 3.14 -3.18 -2.11
H 5.06 -4.74 -1.97
H 6.19 -5.12 0.21
H 5.42 -3.89 2.21
H 3.53 -2.30 2.04
C 0.24 2.19 -0.42
Te -1.27 0.66 -0.12
C -2.63 2.34 -0.06
C -1.82 3.60 -0.16
C -2.43 4.86 -0.09
C -1.69 6.03 -0.17
C -0.31 5.96 -0.33
C 0.30 4.72 -0.40
C -0.43 3.53 -0.32
H 0.71 2.06 -1.39
H 1.02 2.09 0.34
H -3.20 2.31 0.86
H -3.33 2.27 -0.89
H -3.51 4.91 0.04
H -2.19 6.99 -0.11
H 0.28 6.86 -0.39
H 1.38 4.66 -0.53
S 0.74 -4.31 -0.10
C -5.42 -2.59 0.70
O -4.07 -2.99 0.50
C -3.11 -1.99 0.30
O -3.55 -0.84 0.28
H -5.85 -3.27 1.44
H -5.99 -2.67 -0.23
H -5.48 -1.57 1.06

Atomic partial charges in e from the Löwdin method, atoms 1 to 4: number 1, Ag, carries 0.27; number 2, N, carries 0.09; number 3, C, carries -0.30; number 4, C, carries -0.35

A structure of composition C17H16BBrN4ORu. Source: the OMol25 dataset; level of theory: ωB97M-V/def2-TZVPD.

Results
Net charge: +1
Frontier orbital gap (alpha / beta) in eV: 6.93 / 6.25
Multiplicity: 2
Relative energy (zero: lowest compared OMol25 entry of this formula, charge and spin) in kJ/mol: 0.0
Max |F| in Eh/bohr: 0.015

Positions of all 41 atoms, in Å:
Ru -0.75 0.29 0.62
Br 3.36 -5.24 3.26
C 2.25 -3.76 2.96
C 1.23 -3.45 3.89
C 0.37 -2.42 3.65
C 0.45 -1.66 2.46
O -0.52 -0.81 2.20
C 1.55 -1.89 1.60
C 1.87 -1.06 0.48
N 1.19 -0.03 0.08
C 1.63 0.77 -1.02
C 2.84 0.71 -1.65
C 3.14 1.57 -2.73
C 2.24 2.51 -3.14
C 0.98 2.61 -2.50
C 0.00 3.58 -2.85
C -1.22 3.55 -2.23
C -1.48 2.57 -1.26
N -0.57 1.70 -0.88
C 0.67 1.71 -1.48
C 2.42 -2.98 1.86
H 1.13 -4.05 4.78
H -0.42 -2.17 4.35
H 2.77 -1.33 -0.06
H 3.61 0.02 -1.31
H 4.10 1.49 -3.22
H 2.48 3.19 -3.95
H 0.23 4.32 -3.60
H -1.99 4.26 -2.48
H -2.45 2.50 -0.78
H 3.22 -3.20 1.17
B -5.37 0.51 0.61
C -3.84 0.57 0.83
N -2.68 0.60 0.93
H -5.82 -0.40 1.27
H -5.86 1.55 0.98
H -5.52 0.37 -0.59
N -1.23 -1.40 -0.45
H -0.41 -1.89 -0.79
H -1.85 -1.21 -1.24
H -1.73 -2.00 0.21

Atomic partial charges in e from the Löwdin method, atoms 1 to 4: number 1, Ru, carries 1.35; number 2, Br, carries 0.80; number 3, C, carries -0.69; number 4, C, carries -0.07

A structure of composition C17H16BClIN5OS2Tc. Source: the OMol25 dataset; level of theory: ωB97M-V/def2-TZVPD.

Results
Net charge: +2
Frontier orbital gap (alpha / beta) in eV: 6.76 / 5.41
Multiplicity: 4
Max |F| in Eh/bohr: 0.018

Positions of all 45 atoms, in Å:
Tc 0.14 0.27 -0.41
C -2.71 1.41 3.25
N -1.35 1.94 3.14
C -0.93 3.14 3.65
C 0.40 3.24 3.39
N 0.78 2.10 2.72
B 2.26 1.91 2.17
N 2.76 0.44 2.31
C 3.39 -0.05 3.44
C 3.87 -1.28 3.15
N 3.55 -1.54 1.84
C 3.89 -2.76 1.10
C 2.88 -0.49 1.35
S 2.29 -0.47 -0.30
C -0.29 1.33 2.57
S -0.31 -0.25 1.83
H -3.42 2.17 2.96
H -2.91 1.10 4.28
H -2.81 0.54 2.60
H -1.59 3.80 4.19
H 1.10 4.01 3.65
H 2.28 2.19 1.00
H 2.97 2.61 2.83
H 3.46 0.52 4.35
H 4.42 -1.99 3.76
H 4.46 -3.41 1.76
H 4.49 -2.51 0.23
H 2.98 -3.27 0.78
Cl -3.98 5.72 -1.03
C -3.38 4.15 -0.94
C -4.27 3.08 -0.95
C -3.83 1.77 -0.87
I -5.12 0.19 -0.93
C -2.42 1.51 -0.76
O -1.91 0.36 -0.73
C -1.51 2.64 -0.73
N -0.20 2.30 -0.63
C 0.71 3.26 -0.76
C 0.35 4.60 -0.91
C -0.97 4.96 -0.93
C -1.95 3.94 -0.85
H -5.33 3.29 -1.02
H 1.75 2.96 -0.75
H 1.13 5.34 -1.00
H -1.27 5.99 -1.03

Atomic partial charges in e from the Löwdin method, atoms 1 to 4: number 1, Tc, carries 0.98; number 2, C, carries 0.01; number 3, N, carries -0.10; number 4, C, carries -0.01

A structure of composition C17H16BrClFe at a distorted geometry. Source: the OMol25 dataset; level of theory: ωB97M-V/def2-TZVPD.

Results
Net charge: -2
Frontier orbital gap (alpha / beta) in eV: 5.18 / 5.19
Multiplicity: 5
Relative energy (zero: lowest compared OMol25 entry of this formula, charge and spin) in kJ/mol: 47.1
Max |F| in Eh/bohr: 0.038

Positions of all 36 atoms, in Å:
C -2.08 -0.61 -1.28
C -2.00 -1.09 0.08
C -1.80 0.02 0.92
H -2.25 -2.12 0.37
C -1.60 1.17 0.15
C -1.92 0.84 -1.21
H -2.06 1.49 -2.06
H -2.48 -1.15 -2.15
H -1.96 0.02 1.99
H -1.50 2.19 0.50
Fe 0.22 0.11 -1.23
Br 2.55 0.68 -1.01
C 2.03 0.75 -3.90
C 0.91 1.53 -4.24
C -0.12 0.66 -4.70
H 0.85 2.62 -4.24
C 0.36 -0.68 -4.58
C 1.69 -0.61 -4.07
H 2.32 -1.48 -3.87
H 3.02 1.18 -3.70
H -1.08 0.95 -5.15
H -0.17 -1.59 -4.91
Cl 1.42 1.76 1.78
C 0.82 0.71 2.94
C 0.67 1.17 4.24
C 0.30 0.29 5.26
C 0.03 -1.04 4.93
C 0.08 -1.47 3.61
C 0.50 -0.61 2.56
C 0.70 -1.10 1.24
H 0.85 2.22 4.47
H 0.26 0.62 6.30
H -0.25 -1.74 5.70
H -0.18 -2.51 3.37
H 0.10 -1.98 1.00
H 1.75 -1.21 0.93

Atomic partial charges in e from the Löwdin method, atoms 1 to 4: number 1, C, carries -0.21; number 2, C, carries -0.20; number 3, C, carries -0.22; number 4, H, carries 0.09

A structure of composition C17H16BrN2O6STeTl at a distorted geometry. Source: the OMol25 dataset; level of theory: ωB97M-V/def2-TZVPD.

Results
Net charge: -2
Frontier orbital gap in eV: 5.09
Multiplicity: 1
Relative energy (zero: lowest compared OMol25 entry of this formula, charge and spin) in kJ/mol: 0.0
Max |F| in Eh/bohr: 0.029

Positions of all 45 atoms, in Å:
Tl -0.06 -1.48 1.29
O 1.95 -3.36 1.79
S 1.55 -2.89 3.14
O 2.29 -3.56 4.20
O 0.08 -3.10 3.29
O 1.77 -1.39 3.19
Br -2.03 -0.16 3.57
C -3.55 -0.34 2.42
C -4.71 0.37 2.69
C -5.80 0.16 1.86
C -5.68 -0.74 0.81
C -4.47 -1.37 0.62
N -3.43 -1.19 1.43
H -4.75 1.05 3.53
H -6.73 0.68 2.04
H -6.51 -0.92 0.14
H -4.30 -2.05 -0.20
N 0.39 1.19 -0.92
C -0.81 0.84 -1.46
C -0.90 -0.13 -2.48
C -2.10 -0.39 -3.12
C -3.26 0.29 -2.76
C -3.19 1.22 -1.73
C -2.00 1.49 -1.08
H 0.49 1.36 0.14
H 1.16 0.60 -1.20
H 0.00 -0.67 -2.76
H -2.13 -1.14 -3.90
H -4.20 0.06 -3.25
H -4.09 1.74 -1.43
H -1.96 2.20 -0.27
Te 3.12 -0.81 1.22
C 4.43 0.19 -0.27
C 5.09 -0.50 -1.29
C 5.99 0.13 -2.14
C 6.27 1.48 -2.00
C 5.63 2.19 -0.99
C 4.73 1.56 -0.14
H 4.90 -1.56 -1.42
H 6.49 -0.43 -2.93
H 6.97 1.98 -2.65
H 5.84 3.25 -0.85
H 4.24 2.10 0.65
O 0.92 1.03 1.62
O 2.37 1.02 1.61

Atomic partial charges in e from the Löwdin method, atoms 1 to 4: number 1, Tl, carries 0.74; number 2, O, carries -0.57; number 3, S, carries 0.10; number 4, O, carries -0.38